Record 1
DFT (ωB97M-V with the def2-TZVPD basis set) results for C6H7NO5Sm as an isolated structure in a non-equilibrium geometry.

Each line ends with the Mulliken spin population.
CARTESIAN COORDINATES (ANGSTROEM)
Sm  0.84  -0.76  -0.91  5.05
O  -1.57  -2.86  -2.72  0.00
C  -0.81  -2.19  -2.17  0.00
C  2.50  0.82  0.19  -0.01
O  3.26  1.51  0.70  0.00
C  0.57  1.09  -2.71  0.00
O  0.50  1.88  -3.55  0.00
C  1.37  -2.52  0.74  -0.01
O  1.50  -3.29  1.60  0.00
H  2.56  -1.96  -2.46  0.00
H  3.04  -1.48  -2.08  0.00
C  -2.14  0.60  2.30  0.00
C  -1.22  0.77  1.15  0.00
N  -0.94  1.98  0.65  0.00
O  -0.63  -0.23  0.58  -0.02
H  -2.51  1.61  2.54  0.00
H  -1.62  0.21  3.20  0.00
H  -3.02  -0.03  2.06  0.00
H  -0.29  2.05  -0.14  0.00
H  -1.38  2.80  1.04  0.00

Output
E = -35934.32242 eV
⟨S²⟩ = 8.762
HOMO-LUMO gap (alpha / beta) = 8.157 / 9.240 eV
2S+1 = 6
total charge = +3

=====

Record 2
DFT (ωB97M-V with the def2-TZVPD basis set) results for one molecule with the formula C6H7NOS in a non-equilibrium geometry.

Each line ends with the Löwdin charge.
CARTESIAN COORDINATES (ANGSTROEM)
H  0.17  -2.84  1.97  0.06
N  0.56  -1.90  1.85  0.09
C  0.14  -1.35  0.78  -0.31
C  -1.06  -1.73  -0.10  -0.02
C  0.65  0.26  0.64  -0.36
S  1.95  0.72  1.73  1.01
C  2.05  2.27  0.97  -0.40
C  1.24  2.36  -0.14  -0.11
C  0.42  1.18  -0.32  -0.40
O  -0.54  1.01  -1.27  0.05
H  -0.98  -1.13  -0.99  0.06
H  -2.00  -1.57  0.41  0.09
H  -1.09  -2.72  -0.29  0.03
H  2.69  2.89  1.46  0.02
H  1.07  3.18  -0.87  0.12
H  -1.05  1.78  -1.31  0.08

Output
SMILES = [H]/N=C(\C)c1sccc1O
E = -20706.52276 eV
energy above the lowest of the compared OMol25 structures with the same formula, charge and spin = 77.1 kJ/mol
HOMO-LUMO gap = 9.385 eV
2S+1 = 1
total charge = 0

=====

Record 3
DFT (ωB97M-V with the def2-TZVPD basis set) results for one molecule with the formula C6H7NS in a non-equilibrium geometry.

Each line ends with the Löwdin charge.
CARTESIAN COORDINATES (ANGSTROEM)
C  -0.68  2.82  -1.10  -0.15
C  -0.48  1.42  -0.68  -0.54
C  0.92  0.58  -0.84  -0.04
N  1.32  -0.46  -0.37  0.04
C  0.48  -1.26  0.42  -0.41
C  1.05  -2.29  1.37  -0.01
C  -0.78  -1.17  0.11  -0.33
S  -1.62  0.12  -0.90  0.93
H  -1.31  3.19  -0.32  0.07
H  -1.14  3.11  -2.05  0.08
H  0.22  3.36  -0.98  0.06
H  2.06  -2.27  1.07  0.07
H  0.56  -3.20  1.17  0.07
H  0.90  -2.18  2.38  0.05
H  -1.52  -1.77  0.71  0.09

Output
SMILES = CC1=C=NC(C)=CS1
E = -18656.13156 eV
energy above the lowest of the compared OMol25 structures with the same formula, charge and spin = 445.5 kJ/mol
HOMO-LUMO gap (alpha / beta) = 7.314 / 7.363 eV
2S+1 = 1
total charge = 0